1.
14
Properties=species:S:1:pos:R:3 method="wB97M-V/def2-TZVPD" smiles="C=NOCCN" orbital_gap_ev=10.4 multiplicity=1 lumo_energy_ev=1.1 homo_energy_ha=-0.3438
C -2.7354 0.5709 -0.0523
N -1.7851 -0.3881 -0.0265
O -0.5582 0.1060 0.2589
C 0.4518 -0.7948 -0.3060
C 1.7436 -0.3911 0.3575
N 2.3724 0.7911 -0.3098
H -2.5218 1.6507 0.1858
H -3.7518 0.0214 -0.2153
H 0.1307 -1.7989 0.0052
H 0.4335 -0.8236 -1.3743
H 1.5350 -0.3258 1.4305
H 2.3004 -1.3125 0.2010
H 3.4772 0.8475 -0.2090
H 1.9916 1.7625 0.2642

=====

2.
14
Properties=species:S:1:pos:R:3 method="wB97M-V/def2-TZVPD" smiles="CNC(=O)CN" orbital_gap_ev=10.5 multiplicity=1 lumo_energy_ev=0.9 homo_energy_ha=-0.3532
C 2.0164 0.0803 -1.1793
N 0.8112 -0.1923 -0.4848
C 0.1227 0.6759 0.4255
O 0.2229 1.8941 0.5435
C -1.1063 0.0952 1.0791
N -1.9227 -0.8593 0.2195
H 2.3242 -0.8340 -1.5541
H 2.7320 0.4808 -0.5043
H 1.9778 0.8194 -2.0305
H 0.7071 -1.1488 -0.1436
H -0.7972 -0.4937 1.9270
H -1.9275 0.7839 1.4332
H -2.3536 -0.1584 -0.4355
H -2.8068 -1.1432 0.7044

=====

3.
14
Properties=species:S:1:pos:R:3 method="wB97M-V/def2-TZVPD" smiles="NCCNC=O" orbital_gap_ev=10.3 multiplicity=1 lumo_energy_ev=0.9 homo_energy_ha=-0.3474
N -0.1314 1.4815 1.8628
C -0.2131 0.2307 0.9424
C 0.6497 0.4289 -0.3303
N 0.5275 -0.8172 -1.2381
C -0.7281 -1.4552 -1.6193
O -0.6311 -2.0697 -2.6757
H -0.8300 1.3610 2.6346
H 0.7350 1.5111 2.3945
H -1.2197 0.1397 0.4949
H 0.1633 -0.7355 1.3443
H 0.1775 1.5138 -0.7542
H 1.6709 0.7408 -0.2188
H 1.2959 -0.9062 -1.9647
H -1.4664 -1.4237 -0.8725

=====

4.
14
Properties=species:S:1:pos:R:3 method="wB97M-V/def2-TZVPD" orbital_gap_ev=9.7 multiplicity=1 lumo_energy_ev=0.8 homo_energy_ha=-0.3273
H -2.7079 -0.0035 0.4700
N -2.3237 -0.9241 0.0540
C -1.0954 -0.9317 -0.2662
N -0.1957 0.0477 -0.1744
C -0.5606 1.3813 -0.1678
O 1.0242 -0.4007 -0.7225
C 2.0065 -0.5396 0.2465
H -0.7514 -1.8992 -0.6384
H -1.3157 1.4710 0.6645
H -1.0457 1.6763 -1.1799
H 0.2790 1.9694 0.2274
H 1.5465 -1.3101 0.9234
H 2.2231 0.3899 0.8031
H 2.9167 -0.9267 -0.2396

=====

2 takes first place; second place is 0.0243 hartree up.

=====

1.
14
Properties=species:S:1:pos:R:3 method="wB97M-V/def2-TZVPD" smiles="CN(C)C(N)=O" orbital_gap_ev=9.9 multiplicity=1 lumo_energy_ev=0.7 homo_energy_ha=-0.3371
C 0.7487 -0.1135 1.2046
N -0.2202 -0.2076 0.1476
C -1.5355 -0.6141 0.3853
C -0.0853 0.4253 -1.0677
N 1.1926 0.9574 -1.3579
O -1.0298 0.5071 -1.8096
H 0.6071 -1.2048 1.8598
H 0.7064 0.9571 1.8709
H 1.8651 -0.1381 0.6266
H -2.2890 0.1484 0.5801
H -1.8320 -1.2404 -0.4702
H -1.5475 -1.2257 1.2147
H 1.3622 1.2594 -2.2787
H 2.0572 0.4896 -0.9055

=====

2.
14
Properties=species:S:1:pos:R:3 method="wB97M-V/def2-TZVPD" orbital_gap_ev=10.9 multiplicity=1 lumo_energy_ev=1.2 homo_energy_ha=-0.3585
C 2.0669 -0.0482 0.2106
C 0.7456 0.4679 -0.4449
C -0.3525 -0.4819 0.0375
N -1.5180 0.0791 -0.5506
N -2.6064 0.1388 0.0146
O -2.8804 -0.2842 1.1002
H 2.1321 -0.9800 -0.2007
H 1.9591 -0.1602 1.2786
H 2.8294 0.5169 -0.0822
H 0.7665 1.5571 -0.0554
H 0.7931 0.4912 -1.5056
H -0.6157 -0.5159 1.1390
H -0.1234 -1.4080 -0.2964
H -3.1965 0.6274 -0.6446

=====

3.
14
Properties=species:S:1:pos:R:3 method="wB97M-V/def2-TZVPD" orbital_gap_ev=7.3 multiplicity=1 lumo_energy_ev=0.3 homo_energy_ha=-0.2563
C -2.5549 0.7771 0.3602
N -1.3912 -0.3650 0.2831
C -0.1130 -0.1416 -0.4202
O -0.1325 0.2297 -1.5674
N 1.0146 -0.4202 0.2821
C 2.3117 -0.1834 -0.3419
H -2.2609 1.3628 1.2449
H -1.9729 -0.9691 -0.2843
H -2.2521 1.3767 -0.5162
H -1.2848 -0.7969 1.2011
H 0.9812 -0.5790 1.2780
H 2.5977 0.8740 -0.3188
H 3.0814 -0.7736 0.1628
H 2.2606 -0.4846 -1.3904

=====

1 takes first place; second place is 0.0681 hartree up.

=====

1.
25
Properties=species:S:1:pos:R:3 method="wB97M-V/def2-TZVPD" total_charge=+1 orbital_gap_ev=9.1 multiplicity=1 lumo_energy_ev=-3.0 homo_energy_ha=-0.4435
C 0.4505 -1.2859 1.4195
C 0.8238 -1.5805 -0.0164
C 0.2630 -0.5707 -1.0287
C -1.2574 -0.6603 -1.2396
N -1.5897 -1.9218 -1.8901
N 1.3473 -0.2545 2.0623
H -0.5339 -0.8346 1.4947
H 0.4112 -2.1526 2.0713
H 0.4387 -2.5845 -0.2238
H 1.9095 -1.6510 -0.1420
H 0.5731 0.4270 -0.7001
H 0.7354 -0.7507 -1.9941
H -1.5020 0.1208 -1.9564
H -1.7678 -0.5035 -0.2888
H -2.4403 -1.8684 -2.4257
H -1.6037 -2.7268 -1.2851
H 1.0703 0.7401 1.7863
H 2.3325 -0.4165 1.8571
H 1.2364 -0.3000 3.0750
H 0.3707 2.8533 1.9909
H -0.1211 2.2642 0.6305
O 0.5515 2.1681 1.3392
H 0.0281 3.5769 -1.2467
H -1.4845 3.2959 -1.2238
O -0.6251 2.9175 -0.9895

=====

2.
25
Properties=species:S:1:pos:R:3 method="wB97M-V/def2-TZVPD" total_charge=+1 orbital_gap_ev=10.1 multiplicity=1 lumo_energy_ev=-2.9 homo_energy_ha=-0.4780
C 1.7953 -0.7617 -1.0964
C 0.4544 -0.7076 -0.4124
C 0.6495 0.5836 0.6563
C -0.5230 0.4386 1.6302
N -1.7423 1.0521 1.0639
N -0.6701 -0.2153 -1.2851
H 2.3362 0.2152 -1.2801
H 2.5908 -1.4192 -0.6438
H 1.7343 -1.2867 -2.0891
H 0.1196 -1.6322 -0.0895
H 1.5559 0.2770 1.2610
H 1.0081 1.5698 0.3149
H -0.4124 1.0423 2.5763
H -0.6800 -0.5172 2.1534
H -1.4672 1.9584 0.7601
H -2.0800 0.4552 0.1969
H -2.4370 1.1516 1.7871
H -0.3037 0.5085 -1.8850
H -1.0517 -0.9591 -1.9213
H -2.3021 -2.5943 1.9541
H -1.5922 -2.2434 3.3060
O -1.6496 -2.1142 2.4051
H 1.2858 1.5617 -3.8417
H 1.7891 2.2466 -2.5704
O 1.5923 1.3903 -2.9506

=====

1 takes first place; second place is 0.0697 hartree up.